61
Properties=species:S:1:pos:R:3:forces:R:3:lowdin_charge:R:1 method="wB97M-V/def2-TZVPD" e_above_lowest_kj_mol=204.8 gap_ev="5.655 / 4.153" fmax_ev_per_a=3.04 spin_multiplicity=2 charge=+3 e_tot_ha=-1863.9511
Pd 0.262972 0.259448 -0.442711 1.4 -1.8 -0.5 0.8710
C -4.878093 3.376843 3.450975 -0.2 0.3 0.3 0.0037
C -3.899041 2.417060 2.924622 0.0 0.0 -0.1 -0.1879
C -4.198609 1.043142 2.871467 0.2 -0.8 -0.3 0.0781
C -3.378262 0.143390 2.229618 -0.4 0.9 0.2 -0.0983
C -3.735151 -1.263020 2.258736 -0.6 -1.3 -1.5 0.0956
N -4.005315 -1.997531 1.206003 0.5 1.1 2.2 0.1358
C -4.150355 -1.497791 -0.136856 0.1 0.3 -1.3 -0.1303
C -5.180475 -2.315222 -0.935208 0.0 -0.1 -0.2 -0.1087
C -4.638095 -2.902586 -2.255704 -0.6 0.4 0.1 -0.1367
N -3.510788 -3.768699 -2.012562 0.9 0.0 0.0 0.0738
C -2.293486 -3.272219 -1.882350 0.2 -0.7 0.3 0.0010
C -1.166379 -3.842285 -1.242874 0.4 1.5 -0.2 -0.1125
C -0.995852 -5.173122 -0.892993 1.6 -1.0 0.9 0.0498
C 0.184414 -5.625041 -0.262901 -1.5 0.8 -0.7 -0.2404
C 0.426202 -7.066483 -0.103145 0.6 -0.8 0.1 -0.0367
C 1.112266 -4.677886 0.200915 -0.6 0.7 -0.3 0.0723
C 0.955927 -3.308961 -0.030589 -0.8 -0.2 -0.5 -0.1023
C 1.854463 -2.370780 0.584165 0.0 0.6 -0.2 -0.0418
N 1.772242 -1.086918 0.546626 -1.4 0.4 -0.3 -0.0141
C 2.756144 -0.267735 1.220849 0.6 0.5 0.3 -0.1967
C 2.887640 1.125464 0.574082 0.0 0.0 0.0 -0.1683
C 1.950416 2.192941 1.167823 1.0 0.3 0.0 -0.1943
N 0.580015 1.751377 1.167692 -1.1 -0.5 -1.6 -0.0096
C -0.357631 2.394438 1.759227 1.0 0.0 -0.2 -0.0357
C -1.715472 1.944624 1.929193 -1.0 0.3 0.0 -0.0680
C -2.627971 2.822473 2.507586 0.8 -0.5 -0.4 0.0737
C -2.134938 0.586921 1.609970 0.6 -1.2 -0.5 -0.2588
O -1.470111 -0.223689 0.910095 -1.7 0.6 1.6 -0.0242
C -0.104534 -2.866569 -0.921158 0.0 -1.5 0.6 -0.2924
O -0.178753 -1.728617 -1.426949 -0.1 3.0 -0.4 -0.0914
H -5.885816 2.971337 3.439698 -0.1 0.1 0.0 0.1027
H -4.838919 4.318996 2.906180 -0.1 0.0 0.0 0.1117
H -4.643222 3.623602 4.491052 0.0 0.0 0.1 0.1271
H -5.124853 0.695262 3.301388 -0.2 0.0 0.2 0.1493
H -3.836233 -1.742102 3.223696 0.1 -0.2 0.1 0.1747
H -4.203345 -2.982579 1.353585 -0.1 0.0 0.1 0.1819
H -3.165722 -1.526904 -0.626295 -0.2 0.1 0.3 0.1097
H -4.447957 -0.447080 -0.074207 0.1 -0.1 0.0 0.1483
H -6.039185 -1.689831 -1.181380 0.0 -0.1 0.1 0.1324
H -5.558797 -3.132862 -0.318956 -0.1 -0.1 0.0 0.1224
H -4.330612 -2.090353 -2.915824 0.0 -0.1 -0.1 0.1419
H -5.433889 -3.464970 -2.745156 0.1 0.1 0.0 0.1451
H -3.709548 -4.729134 -1.761759 0.1 0.0 0.1 0.1709
H -2.145257 -2.274182 -2.278568 -0.1 0.1 0.1 0.1447
H -1.743174 -5.907537 -1.156625 -0.1 -0.2 -0.1 0.1270
H -0.447376 -7.657805 -0.357659 0.0 -0.1 0.1 0.0891
H 0.764328 -7.320007 0.901680 -0.2 0.0 0.1 0.0980
H 1.243978 -7.373259 -0.764549 -0.1 -0.1 0.0 0.1086
H 1.966580 -5.020986 0.768110 0.1 0.0 0.1 0.1425
H 2.659245 -2.826263 1.168843 0.1 0.2 -0.1 0.1567
H 3.727450 -0.773937 1.198268 -0.1 0.1 0.0 0.1354
H 2.468343 -0.148381 2.273851 0.0 -0.1 -0.1 0.1360
H 2.723104 1.042046 -0.517697 0.2 0.1 0.4 0.1055
H 3.910379 1.476431 0.724871 -0.1 0.0 -0.1 0.1301
H 2.030247 3.113751 0.572384 0.0 -0.1 0.1 0.1445
H 2.261666 2.435841 2.190181 -0.1 0.0 -0.1 0.1429
H -0.130117 3.341187 2.262441 0.2 -0.2 0.0 0.1632
H -2.336354 3.852384 2.657459 0.0 0.1 0.1 0.1483
S -0.337741 2.560024 -3.154702 -0.3 -0.9 1.0 0.9136
C -0.402980 1.575682 -2.002107 0.8 0.3 0.1 -0.6100

***

120
Properties=species:S:1:pos:R:3:forces:R:3:lowdin_charge:R:1 method="wB97M-V/def2-TZVPD" e_above_lowest_kj_mol=752.5 gap_ev=9.675 fmax_ev_per_a=3.59 e_tot_ha=-3057.4707
H -5.146936 -0.624027 -1.688141 0.1 0.1 -0.2 0.0111
H -4.630654 -0.837055 -3.115632 0.0 -0.1 0.0 0.0550
O -4.428728 -0.393003 -2.288319 0.4 0.3 -0.1 -0.0363
H 5.081136 -1.919653 -4.122058 0.1 0.1 -0.1 0.0201
H 3.674171 -1.987873 -4.700732 -0.2 0.1 -0.1 -0.0243
O 4.472925 -1.441772 -4.694440 0.3 0.0 0.2 -0.0735
H -1.062736 1.329942 -2.428446 -0.9 -0.9 0.0 0.0399
H -2.582991 0.676675 -2.390404 0.0 -0.6 -0.2 0.0317
O -2.016607 1.422839 -2.180979 -0.1 1.4 -0.2 -0.0703
H 2.680049 3.059848 -3.835743 0.0 0.0 0.3 0.0511
H 1.492914 3.535556 -2.986620 0.2 0.0 0.0 0.0241
O 2.280983 3.849122 -3.447540 -0.4 0.1 -0.5 -0.0531
H 5.117457 1.753965 1.535775 -0.5 0.2 -0.2 0.0026
H 4.971198 0.477091 2.492882 -0.2 1.0 -0.7 -0.0170
O 5.573941 1.059077 1.996325 1.4 -0.6 1.0 -0.0756
H -0.186272 -1.353950 3.807785 0.2 0.6 0.1 0.0220
O -1.084932 -1.604267 3.570864 0.4 -1.6 -0.1 -0.0575
H -1.754833 -0.003987 4.004640 -0.4 1.4 0.7 0.0571
O -1.488569 0.942447 3.828070 -0.8 -1.3 0.9 -0.0670
H 2.162194 -5.901527 0.519807 0.2 0.2 -0.1 0.0302
H 2.422072 -4.420902 0.859883 -0.2 -0.8 -0.1 0.0084
O 1.974836 -5.225310 1.174682 -0.2 0.3 0.4 -0.0671
H -2.953749 2.497458 -3.620431 0.0 -0.1 -0.1 -0.0061
H -3.289809 3.731799 -4.562279 0.2 -0.1 -0.3 0.0632
O -3.524922 3.263269 -3.762338 -0.5 -0.3 -0.1 -0.0377
H -1.879780 -3.472904 -2.792460 0.5 -0.8 -0.9 0.0018
H -3.354676 -3.772387 -3.495004 0.9 -0.3 -0.3 0.0681
O -2.813221 -3.314254 -2.848916 -1.3 1.0 1.0 -0.0367
H 1.099103 -4.167045 -3.137704 0.1 0.1 -0.2 0.0209
H -0.115317 -5.037978 -3.022218 -0.1 0.1 -0.5 0.0669
O 0.268922 -4.352044 -3.595238 -0.5 -0.8 0.9 -0.0578
H -3.613188 2.297702 2.031547 0.2 -0.1 0.0 0.0886
O -3.447989 1.393378 1.731405 0.0 0.2 0.1 -0.0073
H -1.502778 -5.506344 2.904473 -0.1 -0.3 0.0 0.0374
H -0.469437 -6.061186 1.896603 0.1 0.1 0.1 0.0313
O -1.055924 -5.319998 2.076340 -0.1 0.4 0.0 -0.0471
H -2.747963 1.264393 -5.311802 -1.2 -0.1 0.3 -0.0008
H -2.193883 0.623201 -6.387853 -0.4 -0.8 -0.8 0.0422
O -3.067606 0.608266 -5.958920 1.7 0.9 0.5 -0.0594
H 3.029033 3.519691 -1.107126 -1.0 1.1 -0.1 0.0258
H 2.235690 2.072442 -0.928705 -0.6 1.2 0.1 -0.0079
O 3.031725 2.589104 -1.010215 1.8 -2.2 0.0 -0.0308
H -2.429685 3.763481 -2.491236 -0.9 0.1 0.2 -0.0496
H -2.861744 4.625407 -1.229971 -0.2 -0.4 -0.2 0.0191
O -2.171499 4.442936 -1.872457 1.5 0.8 0.6 -0.0754
H -1.837367 5.299216 0.655003 0.4 -0.5 0.0 0.0457
H -2.064108 3.751323 0.717471 1.0 -0.2 -0.3 -0.0154
O -2.446906 4.595142 0.897130 -1.8 1.0 0.6 -0.0499
H 0.667315 3.045357 5.507232 -0.1 0.3 -0.1 0.0227
H -0.349441 1.961109 5.185630 -0.1 0.2 0.3 -0.0111
O -0.036542 2.532368 5.910515 0.4 -0.9 0.3 -0.0778
H 1.747773 -2.306671 -1.085080 -0.7 -0.4 0.2 0.0449
O 1.015134 -2.163704 -1.696703 1.0 0.5 -1.2 -0.0806
H 3.823451 -3.171085 -0.516468 0.5 -0.7 -0.6 0.0674
H 3.892997 -4.388245 -1.566751 0.5 0.3 0.0 0.0629
O 3.357853 -3.925938 -0.922101 -0.6 0.7 0.6 -0.0424
H 3.712379 -0.748394 3.743794 0.2 0.2 0.5 0.0566
O 3.498494 -0.223320 2.969242 -0.2 -0.8 -0.2 -0.0465
H 1.118068 -2.759622 -4.529049 0.2 -0.3 -1.0 0.0425
H 1.779677 -2.310468 -3.351720 0.8 0.1 0.1 0.0104
O 2.027245 -2.576943 -4.264157 -0.8 0.4 0.7 -0.0752
H -1.706696 1.234132 -0.445685 0.2 -0.6 -0.6 0.0366
H -1.104843 0.001453 0.401918 -0.3 -0.3 -0.4 0.0516
O -0.957674 0.901447 0.090391 0.1 0.6 1.0 -0.0683
H 0.429594 3.527510 -5.458424 0.1 -0.7 -1.4 0.0505
H -0.743612 3.146130 -4.879820 -0.8 -0.7 -0.6 0.0220
O -0.316992 2.934731 -5.739082 0.7 1.5 2.2 -0.0777
H -4.419459 -3.942939 -0.213152 -0.5 -0.7 -0.6 -0.0080
H -3.818598 -4.500726 -1.417885 -0.5 -0.2 -0.1 0.0006
O -4.628595 -4.628158 -0.888960 1.1 0.4 0.5 -0.0958
H 3.314101 2.222022 1.951831 -0.2 0.2 0.3 0.0017
H 3.125227 3.581478 2.636822 0.0 0.0 0.1 0.0521
O 3.152969 3.157203 1.775419 0.1 -0.1 -0.1 -0.0430
H -4.585175 0.870836 0.848676 -1.7 0.3 -0.1 0.0030
H -6.179668 1.235865 0.612839 0.3 0.2 0.1 0.0500
O -5.492119 0.580301 0.499819 0.7 -0.8 -0.3 -0.0880
H 0.497204 -0.263393 -3.160431 0.2 0.4 0.2 0.0807
H 0.213013 -0.165591 -1.668010 -0.2 0.1 -0.5 0.0236
O 0.369272 0.396796 -2.457633 0.3 -0.5 0.1 -0.0536
H -0.273697 2.727728 0.501501 0.3 -0.2 -1.2 -0.0071
H 0.520868 4.124541 0.751534 1.0 1.8 -1.4 0.0066
O 0.106088 3.370336 1.080011 -1.1 -2.4 2.4 -0.0257
H 5.408685 -2.570702 2.435491 0.0 0.5 0.2 0.0192
H 6.040289 -1.237945 1.799728 -0.4 -0.2 0.1 0.0102
O 5.951022 -2.201836 1.736919 0.3 -0.3 -0.6 -0.0614
H 2.330905 0.765998 5.953253 -0.5 0.2 -0.2 0.0431
H 1.798497 -0.030948 4.690217 -0.1 0.7 0.3 0.0094
O 2.457730 0.000566 5.391147 0.3 -0.8 0.3 -0.0452
H -5.879032 -2.555300 0.392106 -0.6 0.3 0.3 0.0640
O -5.231814 -2.138664 -0.169971 0.8 0.3 -0.4 -0.0637
H -1.955409 -1.702539 -1.368401 0.3 -0.4 0.4 0.0597
H -1.902505 -2.579461 -0.098655 0.1 0.5 -0.6 0.0138
O -1.310247 -2.078405 -0.729972 -0.9 0.3 -0.5 -0.0786
H 0.160686 -2.585871 -1.512556 0.2 0.0 1.0 0.0258
H -0.927926 -2.565653 3.552285 -0.6 0.2 0.1 0.0542
H 2.614864 -0.536592 2.753738 0.2 0.4 -0.1 0.0168
H -0.998578 0.651118 3.076024 1.1 0.4 -1.2 -0.0294
H -2.611874 1.381905 1.261700 0.5 0.2 0.1 0.0205
H -5.193767 -1.176504 -0.026535 -0.7 -0.2 0.8 -0.0015
O -0.822158 3.908694 3.813066 0.4 0.6 -0.5 -0.0456
H -1.026160 3.068075 3.387500 -0.4 0.2 0.1 0.0209
H -1.629640 4.340282 4.103478 -0.2 -0.4 0.0 0.0763
O 1.348185 -3.075746 4.824326 0.1 -0.3 0.4 -0.0449
H 1.695428 -3.000221 5.722355 0.1 0.7 0.0 0.0525
H 1.107856 -4.005226 4.843736 -0.2 -0.3 -0.6 0.0408
O 0.781676 0.186175 2.395911 0.0 -0.4 0.4 -0.0567
H 1.118585 -0.534512 1.840856 -0.6 0.6 -0.6 0.0524
H 0.468717 0.885495 1.800760 0.6 -0.1 -0.3 0.0358
O 5.293201 0.151253 -0.455792 0.2 -0.6 -2.1 -0.0651
H 4.970381 -0.313842 -1.251872 -0.8 -0.3 0.7 0.0416
H 5.986245 0.577885 -0.982193 0.4 0.7 1.0 0.0575
O 1.977642 0.115830 -0.103457 -0.6 -1.2 0.5 -0.0540
H 1.677024 0.358881 -1.000911 1.2 0.4 0.6 0.0169
H 2.680047 0.592314 0.360987 0.1 0.4 -1.2 0.0437
O 0.429185 5.698916 2.043237 0.9 -1.1 -0.8 -0.0605
H 0.125637 6.571929 2.199001 -0.6 0.9 0.6 0.0251
H -0.045398 5.005684 2.543593 -0.2 0.6 0.3 -0.0026
O -2.881186 -2.946596 1.054208 -0.2 -0.6 -0.1 -0.0263
H -2.143919 -3.092844 1.648198 -0.2 0.0 0.7 0.0360
H -3.535701 -2.326387 1.393091 0.2 0.1 0.1 0.0736